A | {"formula": "C30H90O15", "method": "wB97M-V/def2-TZVPD", "orbital_gap_ev": 9.87, "e_homo_ev": -9.5772, "spin_multiplicity": 1, "elements": ["C", "C", "O", "H", "H", "H", "H", "H", "H", "C", "C", "O", "H", "H", "H", "H", "H", "H", "C", "C", "O", "H", "H", "H", "H", "H", "H", "C", "C", "O", "H", "H", "H", "H", "H", "H", "C", "C", "O", "H", "H", "H", "H", "H", "H", "C", "C", "O", "H", "H", "H", "H", "H", "H", "C", "C", "O", "H", "H", "H", "H", "H", "H", "C", "C", "O", "H", "H", "H", "H", "H", "H", "C", "C", "O", "H", "H", "H", "H", "H", "H", "C", "C", "O", "H", "H", "H", "H", "H", "H", "C", "C", "O", "H", "H", "H", "H", "H", "H", "C", "C", "O", "H", "H", "H", "H", "H", "H", "C", "C", "O", "H", "H", "H", "H", "H", "H", "C", "C", "O", "H", "H", "H", "H", "H", "H", "C", "C", "O", "H", "H", "H", "H", "H", "H"], "coordinates": [[20.906, -1.226, 26.342], [19.791, -1.305, 25.274], [18.513, -1.636, 25.812], [21.016, -2.198, 26.824], [20.712, -0.394, 27.018], [21.831, -0.967, 25.826], [20.145, -2.078, 24.592], [19.608, -0.391, 24.710], [17.903, -1.784, 25.086], [19.148, -3.807, 20.610], [18.889, -5.318, 20.766], [20.020, -6.041, 20.305], [19.322, -3.533, 19.569], [20.021, -3.428, 21.142], [18.299, -3.190, 20.905], [18.018, -5.573, 20.161], [18.713, -5.576, 21.810], [20.057, -6.008, 19.346], [21.265, 2.284, 24.756], [21.375, 3.814, 24.930], [20.729, 4.253, 26.100], [21.421, 1.771, 25.705], [21.975, 1.978, 23.986], [20.257, 1.923, 24.553], [20.947, 4.221, 24.014], [22.431, 4.076, 24.998], [20.805, 5.210, 26.073], [24.371, -1.134, 23.675], [23.344, -1.224, 22.588], [23.467, -0.109, 21.676], [24.147, -1.842, 24.473], [24.301, -0.202, 24.234], [25.388, -1.305, 23.323], [22.327, -1.362, 22.956], [23.496, -2.147, 22.029], [22.963, -0.332, 20.890], [18.101, 4.863, 20.330], [18.484, 4.819, 21.824], [17.813, 3.717, 22.322], [18.402, 3.988, 19.752], [18.523, 5.761, 19.880], [17.014, 4.906, 20.269], [18.039, 5.673, 22.333], [19.556, 4.742, 22.010], [18.073, 3.542, 23.229], [14.188, 2.955, 20.707], [14.390, 3.403, 22.189], [13.221, 4.070, 22.638], [13.947, 3.794, 20.055], [13.424, 2.197, 20.531], [15.131, 2.526, 20.368], [15.243, 4.064, 22.346], [14.518, 2.506, 22.795], [13.335, 4.206, 23.582], [15.874, -2.484, 18.195], [14.861, -3.472, 18.853], [14.158, -4.168, 17.862], [16.565, -2.964, 17.502], [16.492, -1.949, 18.916], [15.267, -1.746, 17.672], [14.146, -3.032, 19.549], [15.376, -4.106, 19.574], [13.904, -4.998, 18.272], [21.770, 3.008, 19.683], [22.067, 4.070, 20.770], [23.475, 4.356, 20.765], [22.386, 2.116, 19.798], [22.011, 3.305, 18.662], [20.717, 2.737, 19.753], [21.779, 3.658, 21.737], [21.402, 4.923, 20.640], [24.019, 3.586, 20.948], [16.323, 1.751, 25.687], [17.558, 2.474, 26.321], [18.178, 3.326, 25.369], [15.762, 1.158, 26.410], [16.697, 1.052, 24.938], [15.594, 2.371, 25.165], [18.323, 1.772, 26.651], [17.241, 3.055, 27.187], [19.050, 3.589, 25.674], [19.665, 0.351, 21.324], [18.148, 0.179, 21.578], [17.418, 1.198, 21.127], [19.950, 0.355, 20.272], [20.239, -0.426, 21.827], [20.056, 1.263, 21.777], [17.959, 0.032, 22.641], [17.825, -0.701, 21.022], [17.376, 1.922, 21.756], [15.932, -4.132, 24.406], [16.751, -3.320, 23.405], [16.692, -1.975, 23.848], [15.806, -5.173, 24.108], [14.951, -3.672, 24.519], [16.404, -4.214, 25.385], [16.355, -3.433, 22.396], [17.761, -3.712, 23.528], [15.808, -1.602, 23.809], [13.872, -0.448, 21.582], [13.674, -1.646, 22.522], [14.125, -1.289, 23.794], [14.898, -0.280, 21.257], [13.561, 0.497, 22.029], [13.334, -0.591, 20.645], [14.090, -2.582, 22.147], [12.600, -1.832, 22.536], [13.426, -0.748, 24.168], [24.437, -1.733, 18.779], [22.869, -1.870, 18.683], [22.168, -0.706, 19.214], [24.709, -1.707, 19.834], [24.780, -0.849, 18.240], [24.963, -2.551, 18.286], [22.467, -2.764, 19.160], [22.542, -2.035, 17.656], [21.271, -0.714, 18.872], [16.401, 0.867, 16.348], [16.397, 1.214, 17.857], [17.538, 0.803, 18.496], [16.180, -0.192, 16.214], [17.331, 1.107, 15.833], [15.622, 1.464, 15.873], [15.521, 0.805, 18.360], [16.293, 2.292, 17.980], [17.460, 0.914, 19.446], [20.519, -0.340, 16.030], [19.475, -1.209, 16.572], [19.432, -1.071, 17.981], [20.260, -0.233, 14.976], [21.549, -0.674, 16.148], [20.475, 0.658, 16.467], [19.724, -2.258, 16.410], [18.511, -1.092, 16.078], [18.718, -0.468, 18.198]]}

=====

B | {"formula": "C30H90O15", "method": "wB97M-V/def2-TZVPD", "orbital_gap_ev": 8.57, "e_homo_ev": -8.8104, "spin_multiplicity": 1, "elements": ["C", "C", "O", "H", "H", "H", "H", "H", "H", "C", "C", "O", "H", "H", "H", "H", "H", "H", "C", "C", "O", "H", "H", "H", "H", "H", "H", "C", "C", "O", "H", "H", "H", "H", "H", "H", "C", "C", "O", "H", "H", "H", "H", "H", "H", "C", "C", "O", "H", "H", "H", "H", "H", "H", "C", "C", "O", "H", "H", "H", "H", "H", "H", "C", "C", "O", "H", "H", "H", "H", "H", "H", "C", "C", "O", "H", "H", "H", "H", "H", "H", "C", "C", "O", "H", "H", "H", "H", "H", "H", "C", "C", "O", "H", "H", "H", "H", "H", "H", "C", "C", "O", "H", "H", "H", "H", "H", "H", "C", "C", "O", "H", "H", "H", "H", "H", "H", "C", "C", "O", "H", "H", "H", "H", "H", "H", "C", "C", "O", "H", "H", "H", "H", "H", "H"], "coordinates": [[-23.455, -13.641, 6.017], [-24.823, -13.912, 6.502], [-25.075, -15.271, 6.327], [-22.706, -14.300, 6.456], [-23.195, -12.633, 6.339], [-23.422, -13.810, 4.940], [-25.590, -13.388, 5.931], [-24.874, -13.743, 7.578], [-26.016, -15.350, 6.154], [-22.786, -11.598, 1.107], [-23.549, -10.302, 0.930], [-23.407, -9.903, -0.453], [-22.771, -11.903, 2.154], [-21.749, -11.491, 0.789], [-23.146, -12.447, 0.526], [-23.072, -9.554, 1.564], [-24.607, -10.426, 1.158], [-24.020, -9.195, -0.663], [-20.000, -17.144, 4.867], [-20.859, -17.690, 6.025], [-21.393, -16.648, 6.749], [-20.660, -16.750, 4.094], [-19.494, -18.010, 4.442], [-19.325, -16.356, 5.202], [-20.292, -18.277, 6.748], [-21.645, -18.325, 5.616], [-22.322, -16.583, 6.516], [-25.576, -13.970, 3.001], [-24.760, -12.698, 2.718], [-25.119, -11.787, 3.703], [-26.630, -13.776, 2.805], [-25.445, -14.368, 4.007], [-25.212, -14.751, 2.332], [-24.848, -12.354, 1.687], [-23.731, -13.051, 2.782], [-24.423, -11.152, 3.886], [-21.941, -14.879, 3.261], [-21.473, -13.970, 2.195], [-20.682, -14.667, 1.238], [-21.195, -14.956, 4.051], [-22.186, -15.892, 2.939], [-22.876, -14.457, 3.629], [-21.002, -13.100, 2.653], [-22.363, -13.559, 1.718], [-20.371, -13.985, 0.639], [-20.812, -13.597, 6.235], [-20.713, -14.032, 7.675], [-19.963, -15.209, 7.709], [-21.571, -12.827, 6.098], [-20.972, -14.354, 5.467], [-19.819, -13.228, 5.980], [-21.672, -14.266, 8.139], [-20.255, -13.238, 8.265], [-20.411, -15.959, 7.310], [-22.505, -17.235, 0.541], [-21.181, -17.463, 1.278], [-20.115, -16.717, 0.759], [-23.371, -17.704, 1.009], [-22.403, -17.705, -0.437], [-22.774, -16.204, 0.311], [-20.958, -18.530, 1.274], [-21.267, -17.274, 2.348], [-20.204, -15.796, 1.016], [-21.046, -15.359, -1.588], [-19.990, -16.405, -2.055], [-20.227, -17.611, -1.401], [-21.030, -15.090, -0.532], [-22.014, -15.852, -1.677], [-21.018, -14.493, -2.250], [-18.970, -16.023, -2.010], [-20.035, -16.565, -3.132], [-20.066, -17.579, -0.455], [-18.315, -12.663, 2.730], [-18.398, -11.252, 2.103], [-19.584, -11.186, 1.404], [-17.454, -12.730, 3.395], [-18.336, -13.514, 2.048], [-19.175, -12.788, 3.388], [-17.576, -11.066, 1.413], [-18.330, -10.404, 2.784], [-19.549, -10.327, 0.976], [-19.066, -12.166, -1.285], [-20.365, -12.471, -0.579], [-20.164, -13.073, 0.636], [-18.553, -11.358, -0.762], [-19.242, -11.710, -2.259], [-18.347, -12.975, -1.416], [-20.894, -13.238, -1.144], [-20.965, -11.577, -0.407], [-19.904, -12.388, 1.257], [-18.262, -15.194, 0.386], [-16.819, -15.109, 0.887], [-15.901, -15.195, -0.215], [-18.441, -16.140, -0.126], [-18.459, -14.337, -0.258], [-18.978, -15.200, 1.208], [-16.641, -15.959, 1.545], [-16.616, -14.173, 1.408], [-15.894, -16.108, -0.510], [-23.229, -14.284, -0.987], [-24.402, -14.217, 0.020], [-25.427, -13.448, -0.584], [-22.829, -13.279, -1.123], [-23.575, -14.693, -1.936], [-22.424, -14.947, -0.672], [-24.101, -13.765, 0.966], [-24.819, -15.196, 0.258], [-26.220, -13.593, -0.062], [-22.243, -11.671, 4.427], [-22.575, -10.184, 4.232], [-23.913, -10.268, 3.756], [-21.215, -11.767, 4.776], [-22.530, -12.322, 3.601], [-22.812, -12.058, 5.273], [-21.943, -9.640, 3.531], [-22.453, -9.671, 5.186], [-24.115, -9.432, 3.329], [-18.724, -15.260, 3.442], [-18.045, -14.704, 4.721], [-16.678, -14.876, 4.548], [-18.273, -14.921, 2.509], [-19.781, -15.033, 3.298], [-18.610, -16.342, 3.372], [-18.369, -15.202, 5.635], [-18.205, -13.636, 4.864], [-16.420, -15.785, 4.382], [-24.228, -16.395, 2.546], [-25.258, -17.494, 2.688], [-25.076, -18.410, 1.628], [-24.248, -15.939, 1.556], [-23.218, -16.781, 2.680], [-24.318, -15.637, 3.324], [-26.270, -17.091, 2.640], [-25.056, -17.943, 3.661], [-24.220, -18.832, 1.736]]}

=====

Most favorable first, least favorable last: A, B

=====

A | {"formula": "C22H29N4", "method": "wB97M-V/def2-TZVPD", "total_charge": 1, "orbital_gap_ev": 6.75, "e_homo_ev": -10.9796, "spin_multiplicity": 1, "elements": ["C", "N", "C", "C", "C", "C", "C", "C", "C", "C", "C", "C", "C", "C", "C", "C", "C", "C", "H", "H", "H", "H", "H", "H", "H", "H", "H", "H", "H", "H", "H", "H", "H", "H", "C", "N", "C", "C", "N", "N", "C", "C", "H", "H", "H", "H", "H", "H", "H", "H", "H", "H", "H", "H", "H"], "coordinates": [[4.118, -0.402, 1.291], [2.687, -0.672, 1.291], [1.714, 0.274, 1.137], [0.440, -0.333, 1.259], [-0.794, 0.292, 1.114], [-2.058, -0.408, 1.074], [-2.359, -1.524, 0.242], [-3.564, -2.211, 0.390], [-4.505, -1.815, 1.352], [-5.787, -2.568, 1.503], [-4.240, -0.685, 2.142], [-3.068, 0.029, 1.972], [0.697, -1.756, 1.531], [-0.101, -2.841, 1.853], [0.491, -4.099, 2.034], [1.879, -4.261, 1.969], [2.717, -3.155, 1.724], [2.102, -1.928, 1.513], [4.657, -1.356, 1.336], [4.403, 0.138, 0.375], [4.394, 0.216, 2.160], [1.939, 1.323, 0.974], [-0.854, 1.357, 1.324], [-1.638, -1.836, -0.522], [-3.799, -3.081, -0.230], [-6.420, -2.087, 2.254], [-6.346, -2.593, 0.561], [-5.597, -3.604, 1.806], [-4.985, -0.372, 2.878], [-2.881, 0.934, 2.560], [-1.168, -2.701, 1.993], [-0.148, -4.960, 2.232], [2.313, -5.248, 2.113], [3.803, -3.251, 1.683], [2.554, 1.932, -3.403], [1.459, 1.492, -2.561], [1.493, 0.084, -2.217], [0.677, 2.300, -1.776], [0.032, 1.771, -0.759], [0.548, 3.641, -2.082], [0.929, 4.226, -3.345], [-0.224, 4.515, -1.211], [3.148, 2.739, -2.955], [3.227, 1.079, -3.557], [2.208, 2.240, -4.401], [0.575, -0.135, -1.663], [1.550, -0.517, -3.135], [2.366, -0.150, -1.584], [-0.361, 2.566, -0.255], [0.663, 3.583, -4.190], [0.386, 5.172, -3.446], [2.002, 4.449, -3.380], [-1.169, 4.028, -0.940], [0.335, 4.723, -0.284], [-0.441, 5.447, -1.744]]}

=====

B | {"formula": "C22H29N4", "method": "wB97M-V/def2-TZVPD", "total_charge": 1, "orbital_gap_ev": 6.02, "e_homo_ev": -10.4516, "spin_multiplicity": 1, "elements": ["C", "C", "C", "C", "C", "N", "C", "N", "C", "C", "N", "C", "C", "H", "H", "H", "H", "H", "H", "H", "H", "H", "H", "H", "H", "H", "C", "C", "C", "N", "C", "C", "C", "C", "C", "C", "C", "C", "C", "H", "H", "H", "H", "H", "H", "H", "H", "H", "H", "H", "H", "H", "H", "H", "H"], "coordinates": [[-4.330, -0.086, 1.143], [-3.682, -1.303, 1.379], [-2.355, -1.322, 1.828], [-1.680, -0.116, 2.062], [-0.233, -0.090, 2.541], [0.631, 0.011, 1.411], [1.910, -0.047, 1.518], [2.743, -0.001, 0.428], [4.137, -0.039, 0.755], [4.139, -0.104, 2.287], [2.731, -0.166, 2.619], [-2.308, 1.096, 1.760], [-3.638, 1.116, 1.326], [-5.369, -0.072, 0.808], [-4.204, -2.247, 1.200], [-1.828, -2.269, 1.984], [-0.109, 0.788, 3.192], [-0.033, -0.976, 3.157], [2.376, 0.064, -0.511], [4.641, -0.919, 0.341], [4.661, 0.854, 0.400], [4.677, -0.991, 2.645], [4.587, 0.784, 2.748], [2.375, -0.076, 3.561], [-1.732, 2.022, 1.853], [-4.118, 2.076, 1.118], [-1.235, 3.231, 8.479], [-0.332, 3.448, 7.267], [0.550, 2.246, 6.941], [-0.249, 1.012, 6.866], [-0.055, 0.142, 5.887], [-0.854, -1.042, 5.707], [-2.258, -1.035, 5.923], [-2.977, -2.219, 5.859], [-2.332, -3.421, 5.519], [-0.960, -3.425, 5.221], [-0.224, -2.253, 5.317], [-0.989, 0.736, 8.116], [-1.941, 1.877, 8.457], [-0.641, 3.304, 9.396], [-1.983, 4.026, 8.520], [-0.955, 3.667, 6.393], [0.306, 4.321, 7.437], [1.053, 2.392, 5.985], [1.315, 2.122, 7.726], [0.840, 0.301, 5.265], [-2.766, -0.094, 6.159], [-4.044, -2.222, 6.092], [-2.899, -4.357, 5.483], [-0.459, -4.355, 4.948], [0.860, -2.246, 5.169], [-1.529, -0.208, 8.056], [-0.245, 0.655, 8.928], [-2.396, 1.681, 9.436], [-2.758, 1.897, 7.725]]}

=====

C | {"formula": "C22H29N4", "method": "wB97M-V/def2-TZVPD", "total_charge": 1, "orbital_gap_ev": 5.81, "e_homo_ev": -9.4459, "spin_multiplicity": 1, "elements": ["C", "N", "N", "C", "C", "C", "C", "C", "C", "C", "C", "C", "C", "C", "N", "C", "C", "C", "C", "C", "C", "C", "C", "C", "N", "C", "H", "H", "H", "H", "H", "H", "H", "H", "H", "H", "H", "H", "H", "H", "H", "H", "H", "H", "H", "H", "H", "H", "H", "H", "H", "H", "H", "H", "H"], "coordinates": [[-1.276, -3.244, -0.607], [-0.285, -3.106, 0.220], [-0.707, -3.344, 1.770], [-1.709, -2.248, 2.020], [0.532, -2.978, 2.444], [-0.893, -5.069, 2.283], [0.221, -5.991, 1.986], [-0.087, -7.356, 1.710], [0.900, -8.327, 1.564], [2.260, -7.945, 1.521], [2.563, -6.569, 1.615], [1.590, -5.614, 1.823], [4.034, -6.419, 1.534], [4.591, -7.854, 1.376], [3.409, -8.681, 1.398], [3.561, -10.124, 1.313], [-2.013, -5.459, 3.131], [-2.082, -6.757, 3.732], [-3.288, -7.263, 4.128], [-4.436, -6.461, 4.141], [-4.355, -5.117, 3.650], [-3.194, -4.651, 3.144], [-5.675, -4.464, 3.847], [-6.584, -5.558, 4.436], [-5.729, -6.701, 4.577], [-6.287, -7.949, 5.039], [-1.014, -3.419, -1.655], [-2.331, -3.005, -0.344], [-1.134, -1.336, 1.616], [-2.649, -2.423, 1.508], [-1.909, -2.178, 3.100], [0.388, -1.869, 2.572], [0.720, -3.447, 3.397], [1.351, -3.115, 1.732], [-1.420, -4.651, 1.258], [-1.109, -7.673, 1.701], [0.625, -9.375, 1.484], [1.963, -4.616, 1.947], [4.456, -5.945, 2.436], [4.329, -5.794, 0.674], [5.273, -8.121, 2.188], [5.138, -7.969, 0.438], [2.652, -10.634, 1.652], [3.791, -10.437, 0.286], [4.410, -10.425, 1.936], [-1.192, -7.372, 3.757], [-3.350, -8.306, 4.506], [-3.223, -3.636, 2.742], [-5.590, -3.614, 4.548], [-6.088, -4.071, 2.903], [-7.423, -5.786, 3.779], [-6.992, -5.264, 5.400], [-5.591, -8.779, 4.898], [-6.560, -7.871, 6.098], [-7.214, -8.145, 4.487]]}

=====

Most favorable first, least favorable last: B, A, C